1.
6
Properties=species:S:1:pos:R:3:nbo_charge:R:1 method="wB97M-V/def2-TZVPD" lumo_energy_ev="0.63 / -1.33" max_force_ev_per_a=3.444 e_above_lowest_kj_mol=294.78 orbital_gap_ev="11.6091 / 6.8315" e_tot_ha=-323.15351
C -0.39645 -0.01646 -0.08008 0.329
N -1.15643 0.87306 0.28967 -0.243
N -3.77374 -0.40588 0.26999 0.211
O -4.41203 0.38934 -0.16902 -0.163
F -0.70479 -1.33273 -0.17390 -0.314
H 0.58623 0.40230 -0.57165 0.182

2.
15
Properties=species:S:1:pos:R:3:nbo_charge:R:1 method="wB97M-V/def2-TZVPD" lumo_energy_ev="-1.06 / -1.22" max_force_ev_per_a=0.397 e_above_lowest_kj_mol=533.08 orbital_gap_ev="7.6288 / 7.1977" e_tot_ha=-345.60192
O 2.19961 -1.37983 0.13956 -0.676
C 1.07608 -0.74238 0.57318 0.066
C 0.43918 1.31575 -0.27864 -0.131
C -0.90095 0.78758 -0.65512 0.037
C -1.30209 -0.10089 0.52911 -0.468
C -0.19822 -1.11565 0.27625 -0.126
O -1.00510 0.09268 -1.74934 -0.687
H 1.97642 -1.88386 -0.65544 0.483
H 1.30247 -0.06703 1.39647 0.211
H 0.52229 1.96573 0.59584 0.188
H 1.17860 1.47884 -1.06390 0.210
H -1.34121 1.85024 -0.74616 0.223
H -1.23282 0.35197 1.52846 0.202
H -2.29514 -0.52437 0.37704 0.235
H -0.41912 -2.02878 -0.26732 0.232

3.
15
Properties=species:S:1:pos:R:3:nbo_charge:R:1 method="wB97M-V/def2-TZVPD" lumo_energy_ev=0.21 max_force_ev_per_a=1.943 e_above_lowest_kj_mol=105.30 orbital_gap_ev=8.6827 e_tot_ha=-1007.92375
C 1.61568 1.32691 0.99539 -0.750
S -0.18853 1.18516 0.96347 0.082
S -0.66441 2.01266 -0.94099 -0.142
H 1.85290 1.79395 1.94265 0.233
H 1.88565 2.07410 0.25662 0.224
H 2.22096 0.44505 0.82364 0.231
H 0.58188 1.84946 -1.39044 0.124
N -0.65898 -3.12131 0.68914 -0.870
C -0.51818 -2.60088 -0.63398 0.097
O 0.82269 -2.11087 -0.85021 -0.751
H 0.23337 -3.21901 1.14286 0.381
H -1.37097 -2.69592 1.25593 0.372
H -0.59058 -3.42574 -1.36243 0.136
H -1.22944 -1.84943 -1.00303 0.162
H 0.80562 -1.26794 -1.30916 0.471

4.
16
Properties=species:S:1:pos:R:3:nbo_charge:R:1 method="wB97M-V/def2-TZVPD" lumo_energy_ev=0.55 max_force_ev_per_a=1.964 e_above_lowest_kj_mol=293.32 orbital_gap_ev=9.5780 e_tot_ha=-425.09338
C -2.36928 -0.62089 -0.48349 -0.597
C -1.53888 0.18226 0.56304 -0.443
C -0.07760 -0.06340 0.31362 -0.199
C 0.81239 0.94300 0.12819 0.302
F 0.32246 2.21188 -0.07684 -0.350
C 2.24379 0.96226 -0.11889 -0.045
N 3.11721 0.00779 -0.08856 -0.102
O 2.55799 -1.23020 0.12904 -0.568
H -3.43328 -0.61679 -0.26352 0.210
H -2.24615 -0.19318 -1.47927 0.208
H -2.04352 -1.65210 -0.51821 0.203
H -1.76742 1.25629 0.54879 0.226
H -1.83267 -0.18338 1.57886 0.217
H 0.31938 -1.07960 0.32003 0.240
H 2.68041 1.89540 -0.38652 0.215
H 3.25516 -1.81934 -0.16625 0.483

5.
24
Properties=species:S:1:pos:R:3:nbo_charge:R:1 method="wB97M-V/def2-TZVPD" lumo_energy_ev=0.89 max_force_ev_per_a=1.144 e_above_lowest_kj_mol=42.09 orbital_gap_ev=9.3020 e_tot_ha=-426.55675
C -2.40986 0.86000 -1.54270 -0.623
C -1.79877 -0.14200 -0.58971 -0.053
C -2.56355 -1.08877 0.06645 -0.186
C -1.97279 -2.12157 0.77821 -0.295
C -0.59815 -2.17201 0.91506 0.303
O 0.09103 -3.16316 1.57121 -0.668
C 0.20383 -1.18662 0.34782 -0.267
C -0.41627 -0.23066 -0.43848 -0.180
H -1.66713 1.46424 -2.03809 0.216
H -2.99655 1.57512 -0.97306 0.217
H -3.01084 0.30399 -2.26091 0.218
H -3.62757 -1.09266 -0.14396 0.210
H -2.51766 -2.88271 1.30042 0.205
H -0.55006 -3.75178 1.98163 0.473
H 1.27960 -1.26221 0.40484 0.223
H 0.27904 0.46562 -0.89578 0.204
C 2.70591 2.13885 0.86362 -0.612
C 2.91159 1.49707 -0.51190 -0.610
H 3.23518 1.58123 1.63597 0.207
H 3.02392 3.18065 0.96068 0.203
H 1.63765 2.18799 1.07839 0.205
H 2.82045 2.21803 -1.32048 0.207
H 2.14496 0.75256 -0.59196 0.195
H 3.79604 0.86882 -0.59728 0.207

6.
13
Properties=species:S:1:pos:R:3:nbo_charge:R:1 method="wB97M-V/def2-TZVPD" lumo_energy_ev=0.87 max_force_ev_per_a=1.225 e_above_lowest_kj_mol=378.40 orbital_gap_ev=9.1788 e_tot_ha=-448.95134
C 1.94327 0.07280 0.01986 0.037
C 1.22799 1.20502 0.08962 -0.343
C -0.12821 0.83416 -0.24204 0.315
N -1.21210 1.50357 -0.11722 -0.177
O -2.35118 0.60645 -0.36850 -0.392
C -2.19390 -0.62454 0.14875 0.362
N -1.09193 -1.25449 0.13240 -0.329
N -0.12018 -0.52473 -0.56616 -0.134
N 1.20578 -1.00828 -0.41263 -0.410
H 3.00682 -0.11590 0.19302 0.227
H 1.59356 2.20206 0.34631 0.251
H -3.07736 -1.03661 0.59971 0.191
H 1.19743 -1.85949 0.17688 0.402

7.
21
Properties=species:S:1:pos:R:3:nbo_charge:R:1 method="wB97M-V/def2-TZVPD" lumo_energy_ev=0.78 max_force_ev_per_a=6.520 e_above_lowest_kj_mol=300.26 orbital_gap_ev=8.9810 e_tot_ha=-366.31954
C 0.57172 1.98774 -0.43812 -0.403
N 0.60059 0.65470 0.07026 -0.457
C 1.87724 -0.18110 0.36816 -0.405
C -0.50740 -0.43360 0.01034 0.034
C -0.33159 -1.80229 0.64280 -0.619
C -1.17080 -0.47093 -1.35212 -0.644
C -1.21903 0.49652 0.99376 0.436
O -2.21427 1.15351 0.74356 -0.592
H -0.21507 2.07605 -1.18554 0.212
H 0.30510 2.66220 0.38729 0.189
H 1.55957 2.25920 -0.81278 0.203
H 1.97604 -1.18165 -0.04602 0.201
H 1.98550 -0.19072 1.45819 0.193
H 2.64105 0.46388 -0.06321 0.197
H 0.25350 -2.45327 -0.00541 0.215
H 0.11425 -1.74913 1.63406 0.220
H -1.31738 -2.25764 0.74256 0.234
H -0.45825 -0.28289 -2.15129 0.216
H -1.94627 0.27907 -1.49262 0.242
H -1.66215 -1.42557 -1.53485 0.214
H -0.84234 0.39591 2.03101 0.113

8.
20
Properties=species:S:1:pos:R:3:lowdin_spin:R:1 method="wB97M-V/def2-TZVPD" lumo_energy_ev="3.91 / 3.70" max_force_ev_per_a=5.545 e_above_lowest_kj_mol=234.66 charge=-1 orbital_gap_ev="2.8053 / 8.0991" multiplicity=2 e_tot_ha=-328.18351
C 0.71727 -0.77201 -2.26464 0.029
C -0.38875 0.07920 -1.55991 0.029
C -0.01680 0.74922 -0.32636 0.026
C -0.70283 0.65324 0.88858 0.200
N -0.49677 1.10363 2.23647 0.108
C 1.38764 1.23803 -0.13804 0.063
H 0.26219 -1.36076 -3.12513 0.003
H 1.40856 -1.17382 -1.60188 0.008
H 1.32816 -0.07353 -2.81185 0.002
H -1.25856 -0.46178 -1.20856 0.012
H -0.72552 0.76262 -2.41955 0.002
H -1.74959 0.12676 0.82160 0.046
H -1.17998 0.74234 2.89234 0.113
H -0.50766 2.09374 2.37100 0.066
H 1.58588 1.69929 -1.10979 0.005
H 1.33926 2.03213 0.57008 0.017
H 2.13928 0.47467 -0.13922 0.013
H -0.45067 -2.84147 1.83616 0.059
H -0.20005 -1.64471 1.16580 0.030
O -0.56163 -2.47337 0.93824 0.168

9.
77
Properties=species:S:1:pos:R:3:lowdin_charge:R:1 method="wB97M-V/def2-TZVPD" lumo_energy_ev="-8.32 / -9.06" max_force_ev_per_a=5.145 charge=+2 orbital_gap_ev="4.8478 / 3.6431" e_tot_ha=-4663.07927
C 0.20570 -8.74294 -0.89635 0.023
C -0.81038 -8.04198 -1.60328 -0.222
C -1.53724 -8.78033 -2.56314 -0.007
C -1.22495 -10.12843 -2.78971 -0.099
N -0.27090 -10.76391 -2.11117 0.090
C 0.43018 -10.09784 -1.19715 -0.099
C -1.16668 -6.66037 -1.44569 0.017
C -0.80092 -5.43372 -1.59377 -0.291
C 0.27909 -4.50886 -1.95437 -0.297
C 0.62235 -3.49884 -1.04669 -0.033
C 1.27606 -2.36434 -1.52056 -0.081
C 1.66302 -2.33082 -2.86911 -0.666
C 1.42805 -3.38813 -3.74220 -0.118
C 0.70627 -4.46782 -3.29326 -0.025
Cd -2.65100 -4.48282 -1.48817 1.212
P -3.04070 -0.25349 0.52734 0.967
H -2.32533 -8.31481 -3.15026 0.115
H 0.82049 -8.27531 -0.13644 0.119
H -1.76975 -10.69782 -3.54305 0.123
H 1.20391 -10.66926 -0.68249 0.125
H 0.29566 -5.17771 -4.02245 0.136
H 0.20993 -3.52827 -0.02502 0.127
H 1.79459 -3.31802 -4.77259 0.123
H 1.50991 -1.53018 -0.88007 0.070
C -3.57972 1.49525 0.86667 -0.403
C -4.97000 1.75205 1.44471 -0.150
H -3.50083 1.98480 -0.11846 0.053
H -2.80038 1.93992 1.50713 0.086
H -5.05602 2.82075 1.68754 0.086
H -5.75443 1.52033 0.71098 0.071
H -5.16823 1.18985 2.36847 0.069
C -4.59922 -1.25228 0.66207 -0.423
C -4.48549 -2.62401 1.32955 -0.179
H -4.91935 -1.38618 -0.38713 0.045
H -5.36836 -0.63454 1.14722 0.065
H -5.13803 -3.33512 0.81101 0.059
H -3.47318 -3.04363 1.31138 0.026
H -4.81764 -2.59227 2.37325 0.076
C -2.13803 -0.60038 2.09440 -0.434
C -2.89892 -0.35714 3.38847 -0.132
H -1.23291 0.02543 2.02501 0.048
H -1.80188 -1.64578 2.02159 0.060
H -2.31649 -0.77761 4.21580 0.082
H -3.03449 0.71091 3.59391 0.076
H -3.88063 -0.84524 3.40008 0.060
Br 2.56423 -0.80666 -3.51155 0.837
P -2.63173 -0.04712 -4.14471 1.192
C -3.78338 0.13328 -2.72474 -0.411
C -5.06919 0.82485 -3.18961 -0.138
H -3.27373 0.70369 -1.92838 0.024
H -3.98362 -0.88189 -2.35289 0.055
H -5.85517 0.73252 -2.42991 0.080
H -4.91133 1.89366 -3.38777 0.087
H -5.43726 0.36199 -4.11653 0.072
C -1.18986 0.99227 -3.62583 -0.359
C -0.54475 1.66000 -4.84544 -0.152
H -0.47529 0.33995 -3.10096 0.073
H -1.54708 1.75505 -2.91458 0.096
H 0.29964 2.28261 -4.53120 0.084
H -0.16818 0.91661 -5.55747 0.071
H -1.25972 2.30385 -5.37274 0.079
C -1.96092 -1.74622 -4.12141 -0.405
C -2.72150 -2.59402 -5.15176 -0.155
H -2.00774 -2.16991 -3.10712 0.027
H -0.89661 -1.64645 -4.38858 0.077
H -2.23873 -3.57262 -5.26622 0.071
H -3.76217 -2.75321 -4.83682 0.074
H -2.73125 -2.09872 -6.13470 0.081
C 2.11972 0.25235 2.33750 0.000
C 1.72016 0.42761 0.89356 -0.575
N 2.77317 0.48698 0.01837 0.152
O 0.55210 0.51135 0.49608 -0.016
H 2.99742 0.85894 2.59204 0.091
H 2.35243 -0.80542 2.52512 0.094
H 1.28459 0.53054 2.98266 0.083
H 2.58347 0.57989 -0.96688 0.048
H 3.73581 0.40691 0.32290 0.117

10.
30
Properties=species:S:1:pos:R:3:nbo_charge:R:1 method="wB97M-V/def2-TZVPD" lumo_energy_ev=-1.84 max_force_ev_per_a=19.375 e_above_lowest_kj_mol=260.98 orbital_gap_ev=6.3319 e_tot_ha=-1636.45126
O -0.02854 1.60142 1.68024 -0.640
C 0.53469 0.47964 1.66210 0.791
O 0.05700 -0.37880 2.41960 -0.689
C 1.59375 -0.13480 0.73190 -0.110
C 2.55840 0.85548 0.74864 -0.194
C 3.63975 0.45466 0.13298 -0.176
C 3.78451 -0.65931 -0.72498 -0.208
C 2.70903 -1.54923 -0.54188 -0.146
C 1.68664 -1.26410 0.28628 -0.269
S 0.21429 -2.16935 0.38464 0.193
S -0.62585 -1.90748 -1.58411 0.367
C -1.28203 -0.60088 -1.32314 -0.271
C -0.91172 0.70311 -2.01858 -0.262
C -1.43713 1.87536 -1.98476 -0.156
C -2.34728 2.11624 -0.66783 -0.152
C -2.60982 0.95921 0.10543 -0.136
C -2.22040 -0.22924 -0.07468 -0.317
C -2.53363 -1.10821 0.73893 0.815
O -2.80197 -0.96555 2.10436 -0.684
O -2.98275 -2.38373 0.14091 -0.704
H -0.90739 -0.26315 2.81226 0.557
H 2.56221 1.88516 1.20974 0.261
H 4.45805 1.24885 -0.05311 0.200
H 4.71185 -0.80516 -1.20690 0.231
H 2.80864 -2.73554 -0.90757 0.229
H -0.15940 0.43088 -2.86963 0.216
H -1.12851 2.85971 -2.76083 0.247
H -2.70320 3.19810 -0.44177 0.237
H -3.30519 1.41838 0.94847 0.259
H -3.33400 -2.93165 1.05328 0.513